[1]
9
Properties=species:S:1:pos:R:3 method="wB97M-V/def2-TZVPD" homo_lumo_gap_ha=0.3540 total_charge=0 energy_ha=-321.19539 homo_energy_ev=-9.75 mol_weight_g_mol=85.062
O -1.12390 0.18965 1.29703
C 0.70457 -0.73460 0.60787
O 0.28241 -0.84728 -0.71769
C -0.40658 0.43728 -0.92805
C -0.29928 0.75441 0.54167
N 0.98232 0.49907 1.01344
H 1.11235 -1.63751 1.05095
H 0.15973 1.10911 -1.57149
H -1.41162 0.22987 -1.29373


[2]
43
Properties=species:S:1:pos:R:3 method="wB97M-V/def2-TZVPD" homo_lumo_gap_ha=0.3204 total_charge=+1 energy_ha=-1151.14481 homo_energy_ev=-11.79 mol_weight_g_mol=264.411
C 3.97243 -0.75892 0.61507
C 4.68015 0.17594 -0.36364
O 3.82888 0.56371 -1.43039
C 3.37490 1.89159 -1.36222
C 2.48919 2.19897 -0.15871
O 1.39745 2.98837 -0.62518
C 0.72886 3.67808 0.38102
C -0.40126 2.88388 0.98909
O -1.15590 2.23429 -0.05306
C -2.42395 1.94025 0.40565
S -3.14374 0.73296 -0.74134
C -4.80791 1.31621 -1.12592
H 3.49838 -0.20195 1.41340
H 3.25278 -1.34784 0.07769
H 4.69929 -1.40700 1.07838
H 5.49974 -0.38782 -0.78493
H 5.11784 1.02469 0.15297
H 4.19814 2.59830 -1.38962
H 2.76108 2.04406 -2.23396
H 2.09824 1.29573 0.29572
H 3.05766 2.74746 0.58710
H 1.37433 3.97120 1.20247
H 0.34128 4.59725 -0.03813
H -0.01226 2.12683 1.66770
H -1.05589 3.54987 1.54044
H -3.05519 2.82847 0.40438
H -2.37700 1.53458 1.40966
H -3.35289 -0.35603 0.03446
H -5.00164 2.21966 -0.57574
H -4.88258 1.45715 -2.18840
H -5.54803 0.59144 -0.83676
C -2.60606 -5.08290 0.14513
C -1.52990 -4.34688 -0.64634
C -0.56379 -3.55823 0.24671
C -1.27651 -2.53752 1.01891
N -1.83512 -1.75183 1.63636
H -3.24385 -4.39009 0.69703
H -3.24762 -5.65380 -0.52481
H -2.16196 -5.77776 0.85890
H -2.00425 -3.66815 -1.35937
H -0.95369 -5.06647 -1.22800
H 0.19723 -3.06204 -0.35552
H -0.05654 -4.22490 0.94445


[3]
12
Properties=species:S:1:pos:R:3 method="wB97M-V/def2-TZVPD" homo_lumo_gap_ha=0.4084 smiles=C#CC[C@H]1CO1 total_charge=0 energy_ha=-269.23401 homo_energy_ev=-10.07 mol_weight_g_mol=82.102
C -1.33283 -0.86473 1.60176
C -0.86093 0.19433 1.27043
C 0.00897 1.11633 0.52558
C 0.85437 0.10602 -0.23831
C 0.28751 -0.49797 -1.43327
O 1.39656 0.40260 -1.50293
H -1.71440 -1.83099 1.84019
H 0.60999 1.76378 1.17279
H -0.55527 1.75519 -0.16365
H 1.47671 -0.50541 0.41755
H -0.64931 -0.09530 -1.82155
H 0.47863 -1.54384 -1.66858


[4]
14
Properties=species:S:1:pos:R:3 method="wB97M-V/def2-TZVPD" homo_lumo_gap_ha="0.2684 / 0.2683" total_charge=0 energy_ha=-270.34768 homo_energy_ev="-7.43 / -7.43" mol_weight_g_mol=84.118
C -1.79291 -0.06585 -0.37224
C -0.69363 0.46207 0.50984
C 0.41409 -0.45655 1.01248
C 0.97973 -0.93061 -0.28267
O 0.34837 -0.58116 -1.30122
C -0.58986 0.59325 -1.00860
H -1.91083 -1.14256 -0.46369
H -2.73090 0.47696 -0.38770
H -0.88091 1.36582 1.08170
H 0.11712 -1.30951 1.63536
H 1.17490 0.09373 1.57131
H 1.80797 -1.62661 -0.41960
H 2.23204 1.48496 -0.65803
H 1.52482 1.63606 -0.91695


[5]
13
Properties=species:S:1:pos:R:3 method="wB97M-V/def2-TZVPD" homo_lumo_gap_ha=0.2897 total_charge=0 energy_ha=-663.54939 homo_energy_ev=-8.85 mol_weight_g_mol=114.173
C -0.09807 0.01074 -0.98279
C 0.89164 0.19997 -1.98441
C -0.81283 -0.00382 1.58802
C 0.74988 -0.09356 1.39807
H -1.86845 -0.50108 -0.81091
H 0.06112 0.35903 -3.08782
H -1.16086 0.75734 2.35475
H -1.44013 -0.82701 1.39466
H 1.48182 0.53205 1.97157
H 0.94693 -1.30740 1.21569
N -1.18107 -0.39849 -1.49657
N 0.01073 0.54082 0.37376
S 2.41929 0.73141 -1.93403


[6]
49
Properties=species:S:1:pos:R:3 method="wB97M-V/def2-TZVPD" homo_lumo_gap_ha=0.2887 total_charge=0 energy_ha=-1506.68798 homo_energy_ev=-7.38 mol_weight_g_mol=433.422
F -0.65293 -2.61865 3.13557
F 0.40288 -0.71699 3.60853
N -4.00146 0.52006 -2.35476
N -3.22031 1.11576 -3.30646
N -4.19795 1.28495 -1.30277
N 0.60124 0.97658 -0.56799
N 1.74215 -3.98446 4.61490
O 0.26359 0.68028 -2.77145
C -3.42370 2.24333 -1.56150
C 0.33997 1.56716 -1.69913
C 2.23944 -4.54719 5.72092
C 1.07504 -2.76186 4.73369
C 2.00186 -3.88908 6.97031
C 0.75835 -2.12877 5.97681
C 1.21588 -2.76133 7.11318
C -1.83784 4.51675 -5.43797
C 0.92383 -2.95837 -1.96753
C -0.61653 5.00698 -5.01945
C 0.58395 -1.85964 -2.76318
C -2.49958 3.59318 -4.65371
C 0.99528 -2.85171 -0.58234
C -0.06719 4.63983 -3.80603
C 0.72736 -0.36189 -0.91648
C 0.52909 -0.58104 -2.28669
C -1.94624 3.20243 -3.46993
C 0.91080 -1.50142 -0.08904
C -0.64498 3.58387 -3.04540
N -2.72629 2.21704 -2.81707
N 1.32053 -1.13740 1.18690
C 0.08643 3.08895 -1.83307
C 0.57885 -2.06067 3.42578
C 1.58813 -2.15119 2.25357
H -3.31441 2.98395 -0.78594
H 2.90951 -5.41746 5.56457
H 2.50534 -4.32953 7.73906
H 0.06226 -1.28681 5.97249
H 1.06688 -2.27122 8.10070
H -2.12604 4.82626 -6.42091
H 1.09000 -3.98480 -2.40341
H -0.16507 5.85688 -5.55855
H 0.51551 -2.01859 -3.80817
H -3.39746 3.07098 -4.90762
H 1.05520 -3.80997 -0.00908
H 0.81812 5.24513 -3.53625
H 0.99729 -0.18693 1.46581
H -0.35451 3.38673 -0.92756
H 1.00199 3.66973 -1.68527
H 2.52114 -1.88722 2.70643
H 1.76461 -3.21259 2.00554


[7]
89
Properties=species:S:1:pos:R:3 method="wB97M-V/def2-TZVPD" homo_lumo_gap_ha=0.3009 total_charge=+2 energy_ha=-1754.46129 homo_energy_ev=-13.40 mol_weight_g_mol=685.975
Sr 0.60496 -0.16315 0.50433
C 0.32449 -0.33682 -5.68593
N -0.26404 -0.23045 -4.35829
C -1.66193 0.16851 -4.34297
C 0.48543 -0.31213 -3.21213
N 0.08145 -0.84732 -2.09506
C -1.12066 -1.67002 -2.16517
C -1.13811 -2.66664 -1.01755
N -1.43168 -1.97725 0.24279
C -2.79099 -1.40715 0.30205
C -2.79008 0.09131 0.57117
N -1.83326 0.85956 -0.23590
C -2.21455 1.97841 -0.76768
N -1.27561 3.05875 -0.89434
C -0.82453 3.52643 0.41114
C -0.16278 2.78208 -1.77377
N -3.44434 2.28190 -1.23626
C -4.37376 1.26730 -1.70795
C -3.88975 3.64919 -1.49089
C -1.11044 -2.78347 1.43344
C -0.89132 -1.97368 2.77739
N -0.46197 -0.57727 2.58337
C 0.68137 -0.22977 3.10436
N 1.01688 -0.24132 4.43371
C 2.23374 -0.89500 4.88138
C -0.08534 -0.39309 5.37927
N 1.42660 1.17315 2.26450
C 2.84137 0.83112 1.55718
C 1.65165 2.21445 3.25550
N 1.78767 0.12342 -3.33419
C 2.71396 -0.16926 -2.26619
C 2.06673 1.40042 -3.99141
H -0.27002 -1.03206 -6.28070
H 1.33760 -0.72242 -5.61671
H 0.34150 0.62367 -6.20833
H -1.79939 1.01533 -5.02073
H -1.95267 0.48211 -3.34450
H -2.32481 -0.63657 -4.66912
H -1.18435 -2.20932 -3.11491
H -2.01955 -1.05685 -2.09229
H -0.14442 -3.11582 -0.93268
H -1.85016 -3.47722 -1.21906
H -3.36623 -1.89225 1.09732
H -3.31202 -1.64265 -0.62787
H -2.46701 0.22645 1.60571
H -3.81322 0.46585 0.53643
H -1.67800 3.79129 1.03483
H -0.21535 4.42005 0.27841
H -0.23124 2.76632 0.94161
H -0.51546 2.45172 -2.74833
H 0.51306 2.00146 -1.37549
H 0.42017 3.69233 -1.91231
H -3.86556 0.31160 -1.81222
H -4.74470 1.57178 -2.68806
H -5.23451 1.14689 -1.04747
H -3.20844 4.36316 -1.04617
H -4.88384 3.78248 -1.06245
H -3.94937 3.84197 -2.56392
H -0.19766 -3.32421 1.17963
H -1.86997 -3.54587 1.64856
H -0.16390 -2.50348 3.40585
H -1.78257 -1.92071 3.40997
H 3.07886 -0.62635 4.25062
H 2.10579 -1.98410 4.88721
H 2.46103 -0.56781 5.89614
H -1.00999 -0.05875 4.92032
H 0.12310 0.22924 6.25034
H -0.19675 -1.42605 5.72394
H 2.80200 0.01927 0.76264
H 3.50710 0.48824 2.35342
H 3.32199 1.70556 1.11867
H 2.44098 1.97950 3.97619
H 0.72865 2.40005 3.80220
H 1.92028 3.14089 2.74362
H 2.54600 -1.17247 -1.87776
H 2.63684 0.57453 -1.45245
H 3.73313 -0.10234 -2.64625
H 1.18861 1.76396 -4.51572
H 2.88121 1.29901 -4.70874
H 2.35462 2.14927 -3.24717
C 4.37196 -2.10906 1.47690
Te 2.29405 -2.27814 1.72646
C 2.67070 -4.20713 2.74500
H 4.69945 -3.01212 0.97087
H 4.82312 -2.04795 2.46415
H 4.60919 -1.23289 0.88161
H 3.39046 -3.92954 3.50578
H 3.07604 -4.84863 1.97275
H 1.72255 -4.55342 3.13843